Entry 1:
C3H4N2O | wB97M-V/def2-TZVPD

Computed properties:
Multiplicity ... 1
Energy above the lowest of the compared OMol25 structures with the same formula, charge and spin ... 195.37 kJ/mol
Energy ... -8201.86059 eV
E_HOMO ... -10.2 eV

Atoms and positions in Å:
C 0.85 0.04 1.10
C -0.06 -2.46 -0.63
C -0.91 0.96 -0.38
N 1.07 -0.20 2.18
N 0.52 0.29 -0.12
O 0.86 -3.04 -0.34
H -1.62 0.29 0.02
H -0.89 1.98 0.07
H -1.05 1.15 -1.47
H 1.22 0.99 -0.43

***

Entry 2:
C25H27BrCrN3S6 | wB97M-V/def2-TZVPD

Computed properties:
Multiplicity ... 5
Total charge ... -1
Energy above the lowest of the compared OMol25 structures with the same formula, charge and spin ... 146.40 kJ/mol
Energy ... -194312.03949 eV
Expectation value of S² ... 6.03
E_HOMO (spin up / spin down) ... -3.0 / -3.1 eV

Atoms and positions in Å:
Cr -0.46 0.40 0.43
S 1.63 6.61 4.05
C 1.16 5.25 3.24
S 2.13 3.83 3.08
C 1.00 2.86 2.15
C -0.17 3.46 1.86
S -1.46 2.73 0.97
S -0.38 5.09 2.45
S 1.44 1.24 1.75
Br 0.52 -1.85 2.94
C -1.15 -0.97 3.07
C -1.93 -1.26 4.17
C -3.22 -0.77 4.23
C -3.66 -0.02 3.15
C -2.80 0.25 2.11
N -1.53 -0.19 2.04
H -1.53 -1.88 4.96
H -3.85 -0.97 5.08
H -4.67 0.38 3.12
H -3.12 0.87 1.28
S -0.84 -1.92 -0.60
C -1.99 -2.80 0.30
N -1.51 -3.81 1.10
C -2.30 -4.60 1.86
C -3.65 -4.43 1.84
C -4.21 -3.43 1.02
C -3.38 -2.63 0.26
H -0.50 -3.88 1.16
H -1.79 -5.34 2.46
H -4.28 -5.06 2.45
H -5.28 -3.29 0.98
H -3.78 -1.86 -0.38
C 4.12 -2.14 -0.01
C 3.59 -1.03 -0.89
C 4.39 -0.45 -1.87
C 3.88 0.57 -2.66
C 4.73 1.20 -3.73
C 2.58 1.01 -2.46
C 1.72 0.43 -1.51
C 2.29 -0.60 -0.72
N 0.40 0.77 -1.29
C -0.35 1.41 -2.41
C -0.02 0.79 -3.79
C -1.85 1.16 -2.20
C -0.12 2.93 -2.43
H 5.14 -2.40 -0.27
H 3.49 -3.03 -0.10
H 4.10 -1.82 1.04
H 5.41 -0.80 -2.03
H 5.77 0.88 -3.63
H 4.69 2.29 -3.67
H 4.38 0.91 -4.72
H 2.24 1.84 -3.07
H 1.69 -1.09 0.03
H 0.38 -0.22 -3.67
H 0.71 1.39 -4.34
H -0.92 0.75 -4.40
H -2.07 0.09 -2.28
H -2.43 1.70 -2.95
H -2.18 1.52 -1.22
H 0.92 3.16 -2.66
H -0.36 3.36 -1.46
H -0.75 3.40 -3.19

***

Entry 3:
C3H3NO4 | wB97M-V/def2-TZVPD

Computed properties:
Multiplicity ... 1
Energy above the lowest of the compared OMol25 structures with the same formula, charge and spin ... 249.92 kJ/mol
Energy ... -12837.73286 eV
E_HOMO ... -10.2 eV

Atoms and positions in Å:
C -0.27 0.44 0.37
C -1.00 -0.38 1.47
C 0.83 -0.46 -0.20
N 1.59 0.15 -1.12
O -1.69 -0.31 -0.31
O -0.27 1.66 0.42
O -1.61 -0.70 2.37
O 0.93 -1.60 0.22
H -2.32 0.42 -0.35
H 1.44 1.12 -1.33
H 2.36 -0.35 -1.54

***

Entry 4:
C17H32Cl2O2P2Sn | wB97M-V/def2-TZVPD

Computed properties:
Multiplicity ... 1
Total charge ... +2
Energy above the lowest of the compared OMol25 structures with the same formula, charge and spin ... 0.00 kJ/mol
Energy ... -71671.39263 eV
E_HOMO (spin up / spin down) ... -14.1 / -14.0 eV

Atoms and positions in Å:
P 3.31 -1.44 -2.03
P 0.44 -2.08 2.04
C 2.56 -2.16 0.22
C 1.43 -3.01 0.77
H 3.35 -1.69 0.83
H 3.00 -2.89 -0.48
H 0.83 -3.38 -0.09
H 1.82 -3.85 1.33
C 1.78 -1.63 3.22
H 1.35 -0.87 3.90
H 2.66 -1.16 2.74
H 2.08 -2.52 3.80
C -0.54 -3.36 2.80
H 0.02 -3.81 3.63
H -0.85 -4.11 2.05
H -1.43 -2.82 3.16
C 4.14 0.13 -2.27
H 3.51 0.87 -2.78
H 4.95 -0.28 -2.93
H 4.58 0.55 -1.33
C 2.00 -2.09 -3.12
H 1.70 -3.13 -2.84
H 2.60 -2.14 -4.07
H 1.10 -1.45 -3.27
Sn 1.31 -0.48 -0.40
C 3.82 -4.62 0.80
C 4.40 -3.49 1.28
C 5.77 -3.07 0.98
C 6.19 -3.33 -0.48
C 5.13 -2.94 -1.46
C 4.22 -3.81 -1.99
C 4.05 -5.24 -1.61
C 4.37 -5.59 -0.14
C -0.54 0.14 -1.37
H 2.97 -5.04 1.34
H 3.99 -3.01 2.18
H 6.48 -3.60 1.65
H 5.90 -2.00 1.18
H 7.08 -2.71 -0.68
H 6.54 -4.37 -0.60
H 5.48 -2.06 -2.02
H 3.83 -3.65 -3.01
H 4.69 -5.89 -2.26
H 3.02 -5.58 -1.80
H 3.89 -6.57 0.07
H 5.45 -5.78 -0.01
H -1.41 -0.15 -0.78
H -0.55 -0.32 -2.35
H -0.54 1.23 -1.45
Cl 0.41 1.58 4.50
C -0.42 2.23 3.03
Cl 0.12 3.87 2.59
C -0.20 1.19 1.85
O -1.18 0.45 1.66
O 0.92 1.11 1.22
H -1.49 2.32 3.28

***

Entry 5:
C34H36AuNO7P4 | wB97M-V/def2-TZVPD

Computed properties:
Multiplicity ... 1
Total charge ... +2
Energy above the lowest of the compared OMol25 structures with the same formula, charge and spin ... 0.00 kJ/mol
Energy ... -92504.69978 eV
E_HOMO ... -13.0 eV

Atoms and positions in Å:
Au -1.04 -0.85 -0.17
C 0.43 2.20 0.33
N 1.70 1.92 -0.28
C 1.84 0.77 -1.12
P 1.34 -0.83 -0.31
C 1.95 -2.13 -1.36
C 2.20 -3.38 -0.77
C 2.62 -4.43 -1.56
C 2.77 -4.26 -2.93
C 2.49 -3.03 -3.52
C 2.07 -1.97 -2.74
C 2.11 -0.92 1.30
C 1.33 -0.79 2.44
C 1.91 -0.89 3.69
C 3.27 -1.15 3.79
C 4.05 -1.29 2.65
C 3.48 -1.17 1.40
C 2.81 2.70 0.09
C 3.82 2.98 -0.83
C 4.90 3.77 -0.47
C 5.00 4.28 0.81
C 4.00 4.01 1.74
C 2.92 3.23 1.38
P -1.07 1.47 -0.45
C -2.41 2.35 0.37
C -2.87 3.54 -0.18
C -3.89 4.22 0.46
C -4.46 3.71 1.62
C -4.00 2.52 2.16
C -2.97 1.83 1.54
C -1.18 1.83 -2.20
C -0.35 2.71 -2.88
C -0.56 2.91 -4.24
C -1.57 2.23 -4.90
C -2.40 1.34 -4.22
C -2.20 1.13 -2.87
H 0.27 3.29 0.39
H 0.36 1.82 1.36
H 2.89 0.65 -1.40
H 1.23 0.84 -2.03
H 2.06 -3.52 0.29
H 2.83 -5.39 -1.11
H 3.11 -5.08 -3.55
H 2.61 -2.90 -4.59
H 1.83 -1.02 -3.21
H 0.26 -0.63 2.35
H 1.31 -0.78 4.58
H 3.73 -1.25 4.77
H 5.11 -1.51 2.74
H 4.09 -1.28 0.51
H 3.73 2.63 -1.85
H 5.66 4.00 -1.21
H 5.85 4.90 1.09
H 4.08 4.40 2.74
H 2.16 3.00 2.13
H -2.44 3.93 -1.09
H -4.26 5.15 0.04
H -5.26 4.25 2.10
H -4.45 2.13 3.06
H -2.62 0.89 1.94
H 0.43 3.25 -2.37
H 0.07 3.60 -4.79
H -1.73 2.40 -5.96
H -3.19 0.82 -4.74
H -2.83 0.45 -2.31
C -3.93 -4.36 0.08
C -3.20 -3.66 1.21
O -3.53 -4.11 2.51
P -3.62 -1.88 1.27
O -2.94 -1.28 2.55
O -5.16 -1.76 1.58
O -3.23 -1.08 0.06
P -1.34 -3.86 0.98
O -0.73 -3.18 2.31
O -1.05 -5.29 0.90
O -0.94 -2.94 -0.17
H -5.01 -4.36 0.26
H -3.59 -5.39 0.00
H -3.72 -3.86 -0.87
H -3.54 -5.07 2.53
H -3.15 -1.77 3.37
H -5.77 -1.87 0.83
H -0.49 -3.87 2.95

***

Entry 6:
C38H78BeBrN5O10PS2 | wB97M-V/def2-TZVPD

Computed properties:
Multiplicity ... 1
Total charge ... +1
Energy ... -169974.90046 eV
E_HOMO ... -9.8 eV

Atoms and positions in Å:
C 1.26 2.33 2.54
C 0.22 1.80 1.53
C -1.20 2.06 2.00
C -1.77 0.95 2.86
C -1.91 -0.34 2.04
C -3.10 -1.19 2.45
C -3.01 -2.65 2.09
C -2.46 -2.91 0.69
N -1.33 -3.85 0.65
C -0.05 -3.21 1.11
C 0.06 -3.47 2.61
C 1.40 -3.35 3.30
C 2.63 -3.93 2.64
C 3.83 -3.44 3.45
C 4.27 -2.03 3.13
C 5.10 -1.93 1.87
C 4.28 -1.66 0.61
C -1.19 -4.21 -0.73
S -1.24 -5.73 -1.16
S -1.13 -2.96 -2.04
C 0.57 -2.34 -2.34
C 0.91 -2.59 -3.82
C 0.92 -1.33 -4.70
P 2.10 0.06 -4.20
C 3.26 1.49 -3.66
C 3.04 2.75 -4.46
C 4.12 3.80 -4.14
C 3.65 4.92 -3.24
C 3.68 4.57 -1.74
O 4.51 5.46 -1.03
C 5.79 4.95 -0.73
H 1.88 1.52 2.89
H 1.92 3.04 2.05
H 0.79 2.78 3.40
H 0.40 0.75 1.38
H 0.34 2.34 0.60
H -1.25 2.98 2.57
H -1.85 2.19 1.13
H -1.11 0.70 3.68
H -2.76 1.20 3.22
H -1.00 -0.91 2.01
H -2.08 0.00 1.02
H -4.06 -0.69 1.88
H -3.27 -1.03 3.50
H -4.00 -3.06 2.14
H -2.46 -3.15 2.87
H -2.23 -2.00 0.15
H -3.26 -3.37 0.13
H -0.07 -2.15 0.86
H 0.74 -3.66 0.55
H -0.57 -2.72 3.07
H -0.42 -4.41 2.81
H 1.31 -3.92 4.23
H 1.60 -2.34 3.61
H 2.65 -5.00 2.71
H 2.79 -3.60 1.62
H 4.66 -4.09 3.25
H 3.55 -3.49 4.50
H 3.45 -1.32 3.13
H 4.92 -1.74 3.94
H 5.75 -1.08 2.01
H 5.72 -2.81 1.78
H 4.87 -1.08 -0.07
H 4.01 -2.60 0.16
H 3.36 -1.16 0.87
H 0.55 -1.29 -2.13
H 1.28 -2.85 -1.71
H 1.88 -3.07 -3.90
H 0.18 -3.25 -4.24
H -0.08 -0.94 -4.83
H 1.25 -1.65 -5.68
H 3.12 -0.90 -3.92
H 1.13 0.56 -3.27
H 2.06 0.60 -5.52
H 3.02 1.70 -2.63
H 4.29 1.20 -3.77
H 2.09 3.23 -4.22
H 3.10 2.56 -5.52
H 4.45 4.25 -5.09
H 5.00 3.34 -3.71
H 4.31 5.76 -3.36
H 2.65 5.23 -3.52
H 4.02 3.55 -1.61
H 2.68 4.66 -1.34
H 6.49 5.77 -0.77
H 6.13 4.18 -1.42
H 5.85 4.55 0.28
N -4.07 1.13 -0.21
H -4.15 1.38 0.78
H -3.66 0.20 -0.29
H -5.00 1.12 -0.62
H -3.46 1.81 -0.70
C 0.10 3.45 -1.98
C 0.76 4.55 -2.34
C 0.11 5.89 -2.25
O 0.70 6.89 -2.57
C -1.29 5.94 -1.75
C -1.94 4.84 -1.39
C -1.29 3.51 -1.49
O -1.87 2.49 -1.16
H 0.54 2.46 -2.04
H 1.77 4.52 -2.70
H -1.74 6.93 -1.69
H -2.95 4.86 -1.03
O 2.40 -4.14 6.13
H 1.95 -4.98 6.27
Be 5.20 5.98 -5.85
Br -5.91 -0.88 1.65
C 5.94 8.54 0.33
N 6.64 9.71 0.92
O 7.13 9.58 2.02
O 6.68 10.72 0.25
H 5.99 7.71 1.03
H 4.91 8.83 0.14
H 6.45 8.29 -0.60
C -9.47 1.44 3.32
O -10.42 2.14 3.05
N -8.95 0.52 2.44
N -8.82 1.52 4.53
H -8.16 -0.06 2.64
H -9.41 0.44 1.55
H -9.17 2.18 5.19
H -8.03 0.95 4.77
C -4.09 -7.77 -1.03
C -5.52 -7.78 -1.54
C -6.57 -7.82 -0.45
O -7.65 -8.49 -1.10
C -7.12 -9.30 -2.06
O -7.71 -10.15 -2.64
O -5.81 -8.99 -2.26
H -3.84 -8.74 -0.59
H -3.40 -7.60 -1.85
H -3.95 -6.99 -0.28
H -5.68 -6.94 -2.21
H -6.88 -6.83 -0.13
H -6.26 -8.40 0.42

***

- What is the energy in the sixth record?
  -169974.90046 eV

***

Please write out number 1 again, unchanged.
C3H4N2O | wB97M-V/def2-TZVPD

Computed properties:
Multiplicity ... 1
Energy above the lowest of the compared OMol25 structures with the same formula, charge and spin ... 195.37 kJ/mol
Energy ... -8201.86059 eV
E_HOMO ... -10.2 eV

Atoms and positions in Å:
C 0.85 0.04 1.10
C -0.06 -2.46 -0.63
C -0.91 0.96 -0.38
N 1.07 -0.20 2.18
N 0.52 0.29 -0.12
O 0.86 -3.04 -0.34
H -1.62 0.29 0.02
H -0.89 1.98 0.07
H -1.05 1.15 -1.47
H 1.22 0.99 -0.43

***

- Among the records above, which one has the highest energy?
  C3H4N2O